(1)
Below is C37H40Cl2N8O2PdS2Si as an isolated structure in a non-equilibrium geometry, with properties calculated with ωB97M-V with the def2-TZVPD basis set.

Positions of all 93 atoms, in Å:
Pd -0.61 -0.37 1.21
C -1.60 -4.51 4.75
Si -1.97 -3.03 5.84
C -0.79 -2.99 7.29
C -3.74 -3.14 6.46
C -1.81 -1.38 4.93
C -2.13 -0.21 5.61
C -2.05 1.05 5.03
C -1.65 1.14 3.71
N -1.34 0.03 3.05
C -1.39 -1.18 3.62
S -0.82 -2.32 2.38
H -1.75 -5.42 5.34
H -0.57 -4.51 4.39
H -2.25 -4.56 3.88
H -0.88 -3.89 7.90
H -0.98 -2.13 7.95
H 0.25 -2.92 6.95
H -3.90 -4.06 7.02
H -4.45 -3.13 5.63
H -4.00 -2.31 7.12
H -2.46 -0.27 6.65
H -2.31 1.94 5.57
H -1.61 2.06 3.15
C 4.44 -2.54 -0.73
C 4.43 -3.02 0.72
C 3.11 -3.71 1.07
C 4.75 -1.89 1.70
N 3.76 -0.82 1.71
C 2.61 -0.73 2.37
N 2.03 0.41 2.07
N 2.86 1.00 1.18
N 3.88 0.28 0.95
H 4.28 -3.39 -1.40
H 5.39 -2.07 -0.99
H 3.65 -1.82 -0.91
H 5.24 -3.75 0.85
H 2.26 -3.04 0.93
H 3.10 -4.06 2.10
H 2.95 -4.57 0.42
H 5.71 -1.42 1.46
H 4.81 -2.28 2.71
H 2.22 -1.47 3.05
Cl -3.25 5.17 -0.73
C -1.69 5.49 -1.40
C -1.16 6.76 -1.27
C 0.12 7.02 -1.72
C 0.86 6.02 -2.31
C 0.30 4.76 -2.47
Cl 1.24 3.54 -3.28
C -0.99 4.45 -2.03
N -1.50 3.16 -2.19
C -2.73 2.92 -2.81
C -3.13 3.77 -3.85
C -4.33 3.59 -4.50
C -5.16 2.54 -4.14
C -4.76 1.69 -3.12
C -3.56 1.85 -2.43
C -3.27 0.83 -1.35
C -2.48 1.22 -0.09
O -1.19 1.23 -0.22
O -3.10 1.40 0.95
H -1.75 7.52 -0.78
H 0.54 8.01 -1.60
H 1.87 6.20 -2.67
H -1.14 2.44 -1.56
H -2.48 4.59 -4.13
H -4.62 4.27 -5.30
H -6.10 2.38 -4.64
H -5.41 0.88 -2.83
H -2.75 -0.02 -1.80
H -4.23 0.47 -0.98
S 1.20 -2.40 -4.78
C 0.85 -1.89 -3.12
C 0.14 -2.76 -2.29
C -0.19 -2.34 -1.02
N 0.14 -1.14 -0.55
C 0.84 -0.31 -1.33
C 1.22 -0.65 -2.61
C 2.38 -1.16 -5.26
C 1.98 -0.10 -6.07
C 2.93 0.85 -6.43
N 4.20 0.80 -6.05
C 4.57 -0.22 -5.28
C 3.71 -1.22 -4.86
H -0.16 -3.74 -2.63
H -0.76 -2.98 -0.35
H 1.08 0.66 -0.91
H 1.78 0.06 -3.20
H 0.95 0.00 -6.39
H 2.64 1.69 -7.05
H 5.61 -0.24 -4.98
H 4.06 -2.04 -4.24

Results
- HOMO-LUMO gap (eV) = 7.203
- maximum force (eV/A) = 1.19
- charge = 0
- LUMO (eV) = -0.0219
- energy relative to the best compared isomer or geometry (same formula, charge and spin) (kcal per mole) = 3.7
- HOMO (eV) = -7.22

***

(2)
Below is C37H40HfNP2Sb as an isolated structure in a non-equilibrium geometry, with properties calculated with ωB97M-V with the def2-TZVPD basis set.

Positions of all 82 atoms, in Å:
C -1.51 3.26 -3.84
C -1.37 1.96 -3.43
C -0.07 1.40 -3.39
C 1.10 2.21 -3.61
C 0.91 3.52 -3.99
C -0.37 4.02 -4.13
C 2.41 1.69 -3.05
C 2.56 0.21 -3.44
C 1.44 -0.63 -3.21
C 1.58 -2.02 -3.13
C 2.83 -2.58 -3.41
C 3.92 -1.76 -3.71
C 3.82 -0.35 -3.73
H -2.47 3.64 -3.95
H 1.77 4.09 -4.34
H -0.52 5.02 -4.54
H 3.25 2.30 -3.37
H 2.89 -3.63 -3.42
H 4.81 -2.22 -4.01
H 4.59 0.23 -4.10
N 0.17 0.02 -3.07
Hf 0.16 0.24 -0.95
C -2.49 1.15 -2.83
H -2.61 0.16 -3.29
H -3.42 1.67 -2.93
C 0.44 -2.79 -2.54
H -0.51 -2.66 -3.10
H 0.65 -3.87 -2.53
P -2.17 0.85 -0.99
P 0.13 -2.32 -0.76
C 1.42 -3.28 0.05
H 1.31 -3.23 1.13
H 1.35 -4.33 -0.25
H 2.41 -2.93 -0.22
C -1.37 -3.21 -0.35
H -1.21 -4.29 -0.47
H -1.66 -3.05 0.69
H -2.20 -2.93 -1.00
C -2.61 2.50 -0.34
H -3.61 2.79 -0.59
H -2.52 2.49 0.73
H -1.94 3.25 -0.72
C -3.63 -0.15 -0.56
H -3.60 -0.45 0.47
H -4.56 0.36 -0.70
H -3.68 -1.04 -1.17
H 2.16 1.61 -1.96
H 0.29 1.24 0.82
C -0.18 3.45 5.60
C 0.77 3.59 4.58
C 0.92 2.53 3.65
C 0.16 1.40 3.74
C -0.78 1.25 4.75
C -0.95 2.29 5.69
Sb 0.36 0.00 2.04
C 2.39 -0.71 2.64
C 3.42 -0.68 1.69
C 4.73 -0.93 2.07
C 5.03 -1.20 3.41
C 4.01 -1.24 4.38
C 2.68 -0.99 3.99
C -1.23 -1.40 2.81
C -0.95 -2.66 3.28
C -2.00 -3.53 3.65
C -3.33 -3.08 3.53
C -3.60 -1.79 3.07
C -2.52 -0.95 2.73
H -0.33 4.27 6.32
H 1.37 4.48 4.50
H 1.67 2.66 2.83
H -1.39 0.35 4.84
H -1.70 2.18 6.49
H 3.21 -0.45 0.64
H 5.53 -0.91 1.31
H 6.08 -1.39 3.71
H 4.24 -1.44 5.42
H 1.90 -1.01 4.73
H 0.08 -3.04 3.39
H -1.79 -4.54 4.03
H -4.16 -3.75 3.81
H -4.63 -1.43 2.99
H -2.76 0.09 2.41

Results
- HOMO-LUMO gap (spin up / spin down) (eV) = 5.537 / 5.536
- maximum force (eV/A) = 5.46
- charge = +2
- LUMO (spin up / spin down) (eV) = -7.1946 / -7.1937
- HOMO (spin up / spin down) (eV) = -12.73 / -12.73

***

(3)
Below is a 2-piece molecular cluster, C37H41BF6O2S overall in a non-equilibrium geometry, with properties calculated with ωB97M-V with the def2-TZVPD basis set.

Positions of all 88 atoms, in Å:
C 4.99 -5.63 -2.04
C 4.55 -4.28 -1.56
C 5.08 -3.73 -0.39
C 4.71 -2.47 0.07
C 5.43 -2.01 1.31
C 3.75 -1.71 -0.64
C 3.32 -0.32 -0.20
C 4.48 0.70 -0.25
C 2.59 -0.30 1.18
C 1.28 -0.97 1.20
C 0.58 -1.36 2.35
C -0.48 -2.33 2.20
C -0.74 -2.96 0.86
C -1.24 -2.73 3.29
C -1.01 -2.20 4.56
C -1.87 -2.62 5.71
C 0.04 -1.29 4.73
C 0.83 -0.86 3.68
C 1.93 0.10 4.02
C 3.22 -2.26 -1.82
C 2.24 -1.48 -2.66
C 3.60 -3.52 -2.26
H 4.47 -5.91 -2.96
H 6.07 -5.64 -2.23
H 4.78 -6.40 -1.28
H 5.83 -4.30 0.17
H 5.23 -0.98 1.60
H 5.18 -2.66 2.17
H 6.52 -2.10 1.16
H 2.58 0.05 -0.92
H 4.91 0.70 -1.26
H 4.12 1.71 -0.04
H 5.28 0.46 0.45
H 3.23 -0.80 1.93
H 2.48 0.76 1.49
H 0.90 -1.27 0.23
H -1.47 -3.77 0.96
H -1.14 -2.23 0.14
H 0.18 -3.39 0.44
H -2.01 -3.48 3.14
H -1.57 -2.11 6.63
H -2.92 -2.38 5.51
H -1.82 -3.70 5.89
H 0.25 -0.92 5.74
H 1.83 0.42 5.06
H 2.92 -0.37 3.94
H 1.91 1.01 3.40
H 1.99 -2.05 -3.57
H 1.29 -1.29 -2.13
H 2.64 -0.51 -3.00
H 3.17 -3.92 -3.18
C -7.59 1.72 -3.84
C -6.28 1.45 -3.21
C -5.22 0.73 -3.74
C -4.07 0.70 -2.88
C -4.25 1.40 -1.72
B -3.26 1.70 -0.45
C -2.38 2.99 -0.97
C -2.77 4.28 -0.71
C -1.94 5.33 -1.10
C -2.38 6.75 -0.86
F -1.47 7.66 -1.31
F -3.57 7.02 -1.48
F -2.57 6.99 0.48
C -0.71 5.09 -1.72
C -0.35 3.77 -1.95
C 0.95 3.42 -2.60
F 1.73 2.64 -1.77
F 0.76 2.70 -3.75
F 1.69 4.52 -2.92
C -1.18 2.71 -1.59
O -4.08 2.12 0.65
C -3.90 1.13 1.65
C -2.72 0.23 1.19
O -2.42 0.57 -0.15
S -5.87 2.03 -1.63
H -7.66 1.21 -4.80
H -8.39 1.37 -3.18
H -7.71 2.80 -4.00
H -5.28 0.26 -4.72
H -3.16 0.19 -3.16
H -3.72 4.50 -0.22
H -0.07 5.90 -2.02
H -0.88 1.68 -1.79
H -3.67 1.61 2.61
H -4.83 0.55 1.74
H -1.84 0.41 1.82
H -3.01 -0.83 1.24

Results
- HOMO-LUMO gap (eV) = 3.083
- maximum force (eV/A) = 3.38
- charge = 0
- LUMO (eV) = -3.3860
- HOMO (eV) = -6.47

***

(4)
Below is C37H41Br2KN11O10S as an isolated structure in a non-equilibrium geometry, with properties calculated with ωB97M-V with the def2-TZVPD basis set.

Positions of all 103 atoms, in Å:
K -0.02 1.05 0.71
Br 1.42 -6.50 -0.61
C 1.36 -4.83 0.27
C 0.38 -4.59 1.21
C 0.35 -3.33 1.80
N 1.22 -2.36 1.51
C 2.18 -2.63 0.63
C 2.28 -3.85 -0.03
C 3.16 -1.54 0.35
C 4.51 -1.84 0.22
C 5.38 -0.79 0.00
Br 7.24 -1.12 -0.18
C 4.89 0.50 -0.09
C 3.52 0.69 0.04
N 2.67 -0.31 0.26
H -0.35 -5.33 1.49
H -0.42 -3.09 2.52
H 3.05 -4.02 -0.77
H 4.87 -2.86 0.32
H 5.54 1.35 -0.24
H 3.10 1.68 -0.06
N -0.78 4.22 -0.55
C 0.58 4.77 -0.56
C 1.56 3.65 -0.19
O 2.54 3.46 -0.95
O 1.28 2.99 0.84
H -1.45 4.92 -0.82
H -1.02 3.92 0.39
H 0.72 5.59 0.15
H 0.81 5.13 -1.56
C -2.31 0.73 -3.50
C -2.76 1.93 -2.69
N -3.93 1.70 -1.86
C -5.25 1.83 -2.46
C -5.77 0.58 -3.17
C -3.76 1.06 -0.66
C -4.98 0.90 0.22
N -2.60 0.67 -0.29
H -1.39 0.96 -4.04
H -3.06 0.42 -4.24
H -2.11 -0.11 -2.84
H -3.01 2.76 -3.35
H -1.96 2.27 -2.04
H -5.19 2.66 -3.17
H -5.96 2.14 -1.70
H -5.32 0.46 -4.16
H -6.86 0.65 -3.31
H -5.54 -0.32 -2.61
H -5.47 1.86 0.41
H -4.68 0.48 1.17
H -5.71 0.24 -0.24
H -2.66 0.36 0.68
C -2.39 -4.11 -1.42
S -2.85 -2.40 -1.04
C -2.88 -2.53 0.76
O -4.26 -2.27 -1.50
H -3.15 -4.79 -1.05
H -1.42 -4.33 -0.96
H -2.31 -4.18 -2.50
H -2.95 -3.56 1.10
H -3.78 -1.99 1.05
H -2.02 -2.02 1.19
O 0.83 2.69 7.74
N 0.56 1.52 7.57
O 0.71 0.65 8.41
C 0.01 1.13 6.28
C -0.35 -0.19 6.07
C -0.87 -0.57 4.86
C -1.01 0.32 3.71
O -1.32 -0.04 2.57
C -0.70 1.71 4.08
C -0.19 2.08 5.30
N -0.96 2.83 3.17
O -0.53 3.92 3.47
O -1.64 2.63 2.18
N -1.30 -1.95 4.76
O -1.03 -2.71 5.68
O -1.87 -2.32 3.75
H -0.24 -0.92 6.86
H 0.05 3.12 5.48
C 0.87 -1.04 -4.27
C 0.88 -0.92 -2.89
N 0.99 0.24 -2.25
C 1.11 1.34 -2.99
C 1.14 1.34 -4.39
C 0.99 0.11 -5.03
C 1.27 2.60 -5.14
C 2.21 3.53 -4.98
C 3.38 3.46 -4.08
C 4.04 2.27 -3.79
C 5.14 2.36 -2.96
N 5.55 3.51 -2.42
C 4.84 4.58 -2.77
N 3.81 4.63 -3.60
H 0.77 -2.01 -4.73
H 0.79 -1.80 -2.26
H 1.22 2.28 -2.45
H 0.99 0.07 -6.11
H 0.50 2.79 -5.88
H 2.14 4.45 -5.55
H 3.73 1.33 -4.21
H 5.71 1.47 -2.71
H 5.16 5.52 -2.35

Results
- HOMO-LUMO gap (eV) = 7.395
- maximum force (eV/A) = 1.28
- charge = -1
- LUMO (eV) = 1.5063
- energy relative to the best compared isomer or geometry (same formula, charge and spin) (kcal per mole) = 17.7
- HOMO (eV) = -5.89